This record from the Open Molecules 2025 dataset describes a 5-piece molecular cluster, C23H42BrN6O3 overall. The level of theory is ωB97M-V/def2-TZVPD.

Last column: Mulliken charge in e.
Cartesian coordinates (Å):
C (3.94265, -0.80610, 2.60786)  -0.525
O (5.31674, -0.43847, 2.69523)  -0.439
C (5.76395, 0.27331, 1.53229)  -0.561
C (5.23893, 1.76348, 1.59108)  -0.093
C (5.12014, 2.46946, 0.17291)  -1.119
N (3.76069, 2.66968, -0.34503)  0.393
C (3.01964, 3.69376, 0.38561)  -0.484
N (3.68589, 5.02503, 0.19211)  -0.757
C (3.01220, 1.41046, -0.51491)  0.048
Br (1.54475, 1.11701, 0.78221)  -0.124
C (2.52231, 1.33468, -2.03622)  0.454
O (1.63880, 0.50153, -2.29694)  -0.721
O (3.04896, 2.08173, -2.92148)  -0.750
H (3.25844, -0.00024, 2.98442)  0.201
H (3.60031, -1.01253, 1.55791)  0.214
H (3.80789, -1.74148, 3.19721)  0.282
H (5.45913, -0.26760, 0.60220)  0.347
H (6.88495, 0.24746, 1.55186)  0.308
H (6.03031, 2.33105, 2.15535)  0.279
H (4.30284, 1.87382, 2.18235)  0.208
H (5.67502, 1.86457, -0.59470)  0.411
H (5.66916, 3.44031, 0.23519)  0.366
H (2.94220, 3.52295, 1.48975)  0.265
H (2.01744, 3.80937, -0.09669)  0.459
H (2.97791, 5.74274, 0.36560)  0.232
H (4.41104, 5.16782, 0.89455)  0.224
H (3.72805, 0.56028, -0.39906)  -0.120
C (-1.33085, -2.65839, 1.08580)  -1.143
C (-2.07308, -2.66904, 2.41822)  -0.407
C (-2.72072, -1.32182, 2.74952)  0.104
C (-1.68532, -0.26350, 2.84222)  0.226
N (-0.88719, 0.55598, 2.91226)  -0.518
H (-0.50041, -1.94864, 1.09164)  0.281
H (-0.91232, -3.64465, 0.87689)  0.360
H (-2.00246, -2.39386, 0.26557)  0.282
H (-1.37353, -2.94960, 3.21172)  0.332
H (-2.84871, -3.43716, 2.38750)  0.227
H (-3.24980, -1.38329, 3.70306)  0.374
H (-3.44388, -1.04226, 1.97824)  -0.097
C (-4.04431, 3.10047, 0.53360)  -1.144
C (-5.26428, 3.17075, 1.44720)  -0.421
C (-5.26838, 2.07639, 2.51831)  -0.307
C (-5.28328, 0.73849, 1.87937)  0.305
N (-5.28818, -0.29153, 1.37795)  -0.574
H (-4.01536, 2.16469, -0.02772)  0.338
H (-4.06740, 3.91366, -0.19354)  0.331
H (-3.11857, 3.18475, 1.10747)  0.308
H (-6.16978, 3.09552, 0.83870)  0.285
H (-5.28732, 4.14716, 1.93748)  0.312
H (-6.14970, 2.17365, 3.15496)  0.296
H (-4.38218, 2.15745, 3.15178)  0.294
C (-7.92430, -3.46506, -0.10456)  -1.136
C (-8.23370, -4.71495, 0.71306)  -0.424
C (-7.56525, -4.70489, 2.09048)  -0.379
C (-6.09122, -4.64043, 1.94079)  0.170
N (-4.95425, -4.59071, 1.81877)  -0.389
H (-6.85714, -3.37671, -0.31589)  0.359
H (-8.44307, -3.50135, -1.06419)  0.321
H (-8.24572, -2.56273, 0.42127)  0.293
H (-7.91050, -5.59590, 0.15231)  0.295
H (-9.31578, -4.79701, 0.84398)  0.300
H (-7.82519, -5.60969, 2.64260)  0.289
H (-7.90109, -3.84463, 2.67299)  0.261
C (4.82129, 0.42883, -4.91986)  -1.046
C (5.20878, 0.59365, -6.38525)  -0.422
C (5.42466, -0.74271, -7.10446)  -0.420
C (6.52355, -1.50441, -6.45934)  0.269
N (7.37240, -2.09071, -5.96078)  -0.448
H (5.61108, -0.06585, -4.34824)  0.322
H (4.64832, 1.40132, -4.45885)  0.302
H (3.90537, -0.15745, -4.81965)  0.290
H (6.12005, 1.19601, -6.44710)  0.291
H (4.42057, 1.14929, -6.89959)  0.303
H (5.68475, -0.57026, -8.15111)  0.279
H (4.51305, -1.34295, -7.07623)  0.276

## Properties
DFT total energy (eV): -109657.156
HOMO (hartree): -0.1491
Kohn-Sham gap (eV): 5.95
Net charge: -1
LUMO energy (eV): 1.90